Entry 1:
{"formula": "C34H55N3O14", "method": "wB97M-V/def2-TZVPD", "spin_multiplicity": 2, "molar_mass_g_mol": 729.8, "gap_ev": [8.14, 2.22], "total_charge": 1, "lumo_ev": [-2.599, -8.521], "elements": ["C", "C", "C", "C", "C", "C", "N", "O", "O", "H", "H", "H", "H", "H", "C", "C", "C", "C", "C", "C", "N", "O", "O", "H", "H", "H", "H", "H", "C", "C", "C", "C", "C", "C", "N", "O", "O", "H", "H", "H", "H", "H", "C", "O", "C", "C", "O", "C", "H", "H", "H", "H", "H", "H", "H", "H", "H", "H", "C", "O", "C", "C", "O", "C", "H", "H", "H", "H", "H", "H", "H", "H", "H", "H", "C", "O", "C", "C", "O", "C", "H", "H", "H", "H", "H", "H", "H", "H", "H", "H", "C", "O", "C", "C", "O", "C", "H", "H", "H", "H", "H", "H", "H", "H", "H", "H"], "coordinates": [[20.256, 3.727, 19.690], [19.204, 4.319, 19.060], [18.923, 3.854, 17.794], [19.567, 2.788, 17.158], [20.638, 2.216, 17.843], [20.977, 2.693, 19.115], [19.229, 2.429, 15.760], [19.890, 1.563, 15.202], [18.358, 3.052, 15.212], [20.585, 4.118, 20.641], [18.611, 5.070, 19.560], [18.124, 4.358, 17.270], [21.221, 1.382, 17.483], [21.840, 2.366, 19.676], [16.548, 5.447, 12.999], [16.898, 4.179, 12.588], [16.054, 3.468, 11.745], [14.852, 4.024, 11.352], [14.511, 5.283, 11.771], [15.364, 6.027, 12.566], [13.956, 3.325, 10.411], [14.309, 2.192, 10.013], [12.965, 3.946, 9.985], [17.226, 5.986, 13.644], [17.851, 3.799, 12.927], [16.401, 2.563, 11.269], [13.548, 5.745, 11.607], [14.981, 6.979, 12.901], [22.253, 5.451, 26.059], [21.570, 6.657, 26.032], [20.524, 6.923, 25.147], [20.221, 5.959, 24.195], [21.013, 4.768, 24.128], [21.931, 4.530, 25.087], [19.246, 6.310, 23.163], [18.256, 6.948, 23.497], [19.391, 5.848, 22.048], [23.098, 5.205, 26.685], [21.822, 7.266, 26.887], [19.913, 7.808, 25.243], [20.824, 4.123, 23.283], [22.434, 3.574, 25.060], [24.392, -4.600, 16.225], [23.182, -3.885, 16.535], [22.779, -2.920, 15.516], [22.914, -1.481, 16.089], [24.277, -1.188, 16.453], [24.521, -1.324, 17.835], [24.279, -5.306, 15.402], [24.567, -5.251, 17.082], [25.239, -3.928, 16.086], [21.713, -2.998, 15.301], [23.369, -3.111, 14.619], [22.193, -1.212, 16.860], [22.648, -0.818, 15.266], [23.966, -0.581, 18.407], [25.588, -1.145, 17.969], [24.230, -2.340, 18.104], [23.709, 4.793, 20.939], [23.910, 3.654, 20.077], [25.102, 2.913, 20.352], [25.151, 1.706, 19.403], [25.311, 2.007, 17.992], [26.580, 2.490, 17.593], [23.541, 4.435, 21.955], [22.819, 5.338, 20.625], [24.657, 5.328, 20.979], [25.234, 2.778, 21.425], [26.030, 3.468, 20.213], [24.184, 1.203, 19.404], [25.892, 0.992, 19.762], [26.804, 3.457, 18.041], [26.647, 2.634, 16.514], [27.329, 1.813, 18.004], [14.225, 9.863, 22.154], [14.480, 8.530, 21.707], [15.769, 8.091, 22.004], [16.812, 8.396, 20.901], [16.456, 7.545, 19.784], [17.267, 7.724, 18.583], [14.113, 9.951, 23.235], [13.281, 10.283, 21.808], [14.962, 10.573, 21.780], [15.771, 7.021, 22.208], [16.081, 8.508, 22.961], [17.799, 8.260, 21.344], [16.789, 9.433, 20.567], [18.306, 7.424, 18.722], [17.236, 8.749, 18.213], [16.753, 7.171, 17.797], [21.052, -1.191, 12.656], [21.581, -0.103, 11.739], [20.900, 1.171, 11.815], [19.401, 1.141, 11.545], [19.143, 0.674, 10.284], [18.939, 1.665, 9.299], [21.067, -0.898, 13.706], [21.712, -2.059, 12.657], [20.075, -1.561, 12.343], [21.395, 1.786, 11.064], [20.935, 1.626, 12.804], [19.063, 2.171, 11.665], [18.796, 0.675, 12.322], [17.978, 2.157, 9.448], [19.011, 1.217, 8.307], [19.776, 2.363, 9.318]], "mulliken_charge": [0.1745, -1.0424, -0.1515, -0.6146, 0.3017, -0.5273, 0.9011, -0.5978, -0.5425, 0.2523, 0.6560, 0.5092, 0.3586, 0.2610, -0.4998, -0.1412, -0.0079, -0.2414, -0.2867, -0.5858, 0.9290, -0.5762, -0.5541, 0.4341, 0.2038, 0.5501, 0.4028, 0.3646, -0.5465, -0.4896, -0.2617, 0.2181, -0.3473, -0.4100, 0.8158, -0.4597, -0.5443, 0.3921, 0.3208, 0.4498, 0.4215, 0.3934, -0.6845, -0.2810, -0.4483, -0.2149, -0.2027, -0.2953, 0.3681, 0.2763, 0.3461, 0.3856, 0.4494, 0.3631, 0.2169, 0.0235, 0.2546, 0.4035, -0.8258, -0.2119, -0.7884, -0.0879, -0.1443, -0.8431, 0.3288, 0.2030, 0.3723, 0.4950, 0.3623, -0.1292, 0.4405, 0.2502, 0.2590, 0.3818, -0.7138, -0.3923, -0.5329, -0.1027, -0.3464, -0.6857, 0.2911, 0.2881, 0.2845, 0.2244, 0.4472, 0.1651, 0.2913, 0.2741, 0.3195, 0.2177, -0.4083, -0.4129, -0.3990, -0.3565, -0.4090, -0.5441, -0.1077, 0.3509, 0.3880, 0.3434, 0.2038, 0.2748, 0.4051, 0.1701, 0.2658, 0.3020]}


Entry 2:
{"formula": "C5H13N3O2S", "method": "wB97M-V/def2-TZVPD", "molar_mass_g_mol": 179.2, "gap_ev": [6.63, 8.54], "relative_energy_kj_mol": 211.5, "lumo_ev": [-1.291, 0.045], "elements": ["C", "C", "C", "C", "C", "N", "N", "N", "O", "O", "S", "H", "H", "H", "H", "H", "H", "H", "H", "H", "H", "H", "H", "H"], "coordinates": [[-2.286, 1.978, 1.055], [-1.848, 0.485, 3.072], [3.083, -1.660, -1.300], [1.685, -0.736, -3.143], [-1.444, 0.758, 1.608], [-1.723, -0.402, 0.782], [-1.066, -0.960, 0.008], [2.227, -0.618, -1.798], [0.823, 1.373, -1.276], [2.061, 0.361, 0.596], [1.250, 0.130, -0.628], [-2.013, 2.930, 1.676], [-1.890, 2.296, 0.002], [-3.392, 1.803, 1.186], [-2.849, 0.340, 3.293], [-1.476, 1.488, 3.545], [-1.323, -0.420, 3.547], [4.068, -1.544, -1.536], [3.178, -1.716, -0.282], [2.826, -2.686, -1.601], [2.546, -0.365, -3.760], [1.348, -1.767, -3.327], [0.729, -0.068, -3.192], [-0.243, 0.991, 1.527]], "mulliken_charge": [-1.1662, -1.2792, -1.0769, -0.8209, 0.7015, -0.0173, -0.2318, 0.1054, -0.5578, -0.6010, 0.7962, 0.3137, 0.2921, 0.3390, 0.3915, 0.3112, 0.3164, 0.3883, 0.3812, 0.3289, 0.3057, 0.2900, 0.2606, 0.2293]}


Entry 3:
{"formula": "C8H10N2", "method": "wB97M-V/def2-TZVPD", "molar_mass_g_mol": 134.2, "gap_ev": 8.22, "smiles": "c1ccc2c(c1)CNCN2", "relative_energy_kj_mol": 135.5, "lumo_ev": 0.790, "elements": ["C", "C", "C", "C", "C", "C", "C", "N", "C", "N", "H", "H", "H", "H", "H", "H", "H", "H", "H", "H"], "coordinates": [[-0.946, -2.401, 0.732], [0.442, -2.430, 1.051], [1.289, -1.296, 0.708], [0.718, -0.090, 0.115], [-0.714, -0.109, -0.182], [-1.452, -1.160, 0.176], [-1.400, 1.223, -0.502], [-0.382, 2.020, -1.332], [0.854, 2.239, -0.471], [1.520, 0.990, -0.115], [-1.499, -3.290, 0.892], [0.805, -3.434, 1.470], [2.306, -1.315, 1.086], [-2.461, -1.147, -0.011], [-1.658, 1.676, 0.485], [-2.281, 1.108, -1.222], [-0.660, 3.034, -1.497], [0.534, 2.694, 0.445], [1.491, 2.935, -1.016], [2.713, 0.813, -0.263]], "mulliken_charge": [-0.6952, -0.3375, -0.6841, 0.2871, 0.5809, -0.5854, -0.5309, -0.5663, -0.5765, -0.2556, 0.4092, 0.2556, 0.3055, 0.4310, 0.2648, 0.3795, 0.2643, 0.3409, 0.3878, 0.3248]}


Entry 4:
{"formula": "C40H124N10O17", "method": "wB97M-V/def2-TZVPD", "molar_mass_g_mol": 1017.5, "gap_ev": 9.17, "relative_energy_kj_mol": 970.7, "lumo_ev": 0.142, "elements": ["C", "C", "C", "O", "C", "N", "H", "H", "H", "H", "H", "H", "H", "H", "H", "H", "H", "C", "C", "C", "O", "C", "N", "H", "H", "H", "H", "H", "H", "H", "H", "H", "H", "H", "C", "C", "C", "O", "C", "N", "H", "H", "H", "H", "H", "H", "H", "H", "H", "H", "H", "C", "C", "C", "O", "C", "N", "H", "H", "H", "H", "H", "H", "H", "H", "H", "H", "H", "C", "C", "C", "O", "C", "N", "H", "H", "H", "H", "H", "H", "H", "H", "H", "H", "H", "C", "C", "C", "O", "C", "N", "H", "H", "H", "H", "H", "H", "H", "H", "H", "H", "H", "C", "C", "C", "O", "C", "N", "H", "H", "H", "H", "H", "H", "H", "H", "H", "H", "H", "C", "C", "C", "O", "C", "N", "H", "H", "H", "H", "H", "H", "H", "H", "H", "H", "H", "C", "C", "C", "O", "C", "N", "H", "H", "H", "H", "H", "H", "H", "H", "H", "H", "H", "C", "C", "C", "O", "C", "N", "H", "H", "H", "H", "H", "H", "H", "H", "H", "H", "H", "O", "H", "H", "O", "H", "H", "O", "H", "H", "O", "H", "H", "O", "H", "H", "O", "H", "H", "O", "H", "H"], "coordinates": [[-0.160, 7.281, -7.622], [-1.429, 7.747, -6.949], [-2.211, 6.532, -6.333], [-1.516, 5.791, -5.380], [-1.297, 6.456, -4.065], [-0.963, 8.811, -6.062], [0.461, 8.127, -7.915], [-0.333, 6.694, -8.524], [0.294, 6.707, -6.813], [-2.050, 8.342, -7.621], [-2.674, 5.913, -7.101], [-3.089, 6.941, -5.834], [-0.478, 7.136, -4.301], [-0.820, 5.883, -3.270], [-2.177, 6.991, -3.709], [-1.647, 9.303, -5.505], [-0.361, 8.323, -5.414], [9.121, 11.017, -7.979], [9.175, 9.454, -8.035], [7.784, 8.686, -8.050], [7.844, 7.284, -7.788], [6.679, 6.691, -7.225], [9.919, 9.171, -9.195], [10.090, 11.509, -8.064], [8.721, 11.247, -6.991], [8.521, 11.446, -8.781], [9.656, 9.062, -7.140], [7.230, 8.816, -8.979], [7.090, 9.184, -7.372], [6.338, 7.268, -6.365], [6.789, 5.657, -6.898], [5.923, 6.700, -8.010], [9.580, 8.235, -9.363], [9.654, 9.706, -10.009], [-10.242, -2.880, 2.362], [-10.211, -4.313, 2.945], [-9.444, -4.251, 4.388], [-8.112, -3.856, 4.299], [-7.126, -4.885, 3.940], [-11.558, -4.797, 3.168], [-10.570, -2.077, 3.022], [-10.943, -2.826, 1.529], [-9.230, -2.630, 2.045], [-9.605, -5.051, 2.420], [-9.471, -5.218, 4.890], [-10.038, -3.653, 5.079], [-6.885, -5.581, 4.744], [-6.158, -4.593, 3.532], [-7.539, -5.566, 3.196], [-11.892, -4.734, 2.217], [-12.106, -4.108, 3.663], [6.789, -3.897, -7.055], [5.456, -3.190, -6.669], [4.338, -4.048, -7.229], [4.546, -4.176, -8.662], [3.822, -3.297, -9.605], [5.437, -3.077, -5.186], [6.921, -4.367, -8.029], [7.276, -4.429, -6.238], [7.607, -3.191, -7.195], [5.310, -2.172, -7.029], [3.310, -3.814, -6.950], [4.562, -5.073, -6.935], [3.832, -3.684, -10.623], [4.437, -2.397, -9.639], [2.790, -3.187, -9.272], [6.329, -2.710, -4.885], [4.846, -2.273, -5.030], [-7.837, 3.742, 6.757], [-6.771, 3.117, 5.893], [-5.490, 4.110, 5.704], [-5.752, 5.451, 5.163], [-4.681, 6.404, 5.337], [-6.380, 1.876, 6.561], [-8.758, 3.167, 6.856], [-8.138, 4.645, 6.227], [-7.504, 4.018, 7.757], [-7.230, 2.922, 4.924], [-4.714, 3.608, 5.125], [-5.122, 4.282, 6.716], [-4.883, 7.433, 5.042], [-3.706, 6.140, 4.927], [-4.320, 6.505, 6.361], [-5.416, 2.134, 6.716], [-6.561, 1.215, 5.819], [11.380, 2.660, 2.637], [10.632, 1.285, 2.736], [10.862, 0.757, 4.111], [12.140, 0.133, 4.104], [12.984, 0.301, 5.272], [9.182, 1.347, 2.445], [12.455, 2.664, 2.815], [10.995, 3.426, 3.309], [11.034, 2.958, 1.647], [11.107, 0.696, 1.951], [10.262, -0.138, 4.272], [10.643, 1.456, 4.918], [13.265, 1.337, 5.462], [13.785, -0.437, 5.242], [12.304, -0.081, 6.034], [8.631, 1.910, 3.077], [8.748, 0.444, 2.579], [-1.227, -7.887, 0.942], [-1.360, -9.416, 0.723], [-1.237, -10.116, 2.074], [-2.389, -9.862, 2.853], [-2.447, -10.620, 4.033], [-2.734, -9.629, 0.256], [-0.621, -7.611, 1.805], [-2.135, -7.331, 1.174], [-0.815, -7.457, 0.029], [-0.447, -9.700, 0.200], [-0.318, -9.702, 2.489], [-1.196, -11.183, 1.854], [-1.597, -10.280, 4.625], [-2.439, -11.666, 3.727], [-3.246, -10.426, 4.749], [-2.844, -10.614, 0.063], [-3.256, -9.488, 1.109], [-7.967, 3.667, -2.895], [-6.692, 3.926, -2.113], [-6.938, 4.648, -0.713], [-7.759, 5.730, -0.943], [-7.825, 6.680, 0.126], [-5.784, 2.807, -2.161], [-8.530, 4.600, -2.886], [-8.595, 2.991, -2.314], [-7.743, 3.498, -3.948], [-6.198, 4.749, -2.630], [-5.936, 5.052, -0.571], [-7.207, 3.992, 0.116], [-6.857, 6.883, 0.585], [-8.356, 6.281, 0.990], [-8.326, 7.630, -0.059], [-5.728, 2.487, -3.117], [-4.848, 3.187, -2.131], [0.581, -5.418, 8.503], [0.778, -6.516, 9.551], [1.758, -7.684, 9.225], [1.451, -8.729, 10.073], [2.205, -9.927, 9.907], [1.182, -5.742, 10.755], [-0.217, -4.744, 8.815], [0.408, -5.900, 7.541], [1.485, -4.836, 8.318], [-0.169, -7.009, 9.771], [2.748, -7.229, 9.262], [1.734, -7.916, 8.160], [2.140, -10.613, 10.752], [3.199, -9.680, 9.535], [1.815, -10.474, 9.048], [1.044, -6.252, 11.615], [0.475, -5.025, 10.837], [-0.120, -0.963, -2.635], [0.517, 0.125, -1.798], [0.863, -0.364, -0.299], [-0.292, -0.015, 0.529], [-0.135, -0.591, 1.764], [1.681, 0.629, -2.537], [-1.186, -1.060, -2.431], [0.363, -1.933, -2.520], [0.018, -0.791, -3.702], [-0.127, 0.978, -1.586], [1.835, -0.117, 0.129], [1.001, -1.443, -0.372], [-0.157, -1.681, 1.746], [-0.958, -0.253, 2.393], [0.753, -0.183, 2.246], [1.588, 0.575, -3.541], [1.750, 1.623, -2.371], [-4.728, -1.533, -6.667], [-4.783, -2.212, -7.340], [-5.166, -1.914, -5.906], [-5.634, -4.669, -3.225], [-5.034, -5.414, -3.244], [-5.432, -4.219, -2.404], [-4.500, -1.836, 0.142], [-3.792, -1.398, 0.614], [-5.025, -1.123, -0.220], [3.850, -5.514, -1.384], [4.277, -4.867, -1.945], [2.944, -5.540, -1.692], [4.495, 1.041, 7.452], [5.102, 0.347, 7.708], [4.612, 1.720, 8.117], [0.208, 3.285, 7.887], [0.386, 4.211, 7.725], [0.984, 2.830, 7.559], [1.790, 1.620, -7.943], [2.597, 1.301, -8.345], [1.151, 1.621, -8.655]], "mulliken_charge": [-1.2849, 0.1725, -0.6299, -0.3818, -0.7151, -0.6661, 0.3790, 0.3478, 0.2788, 0.4379, 0.4058, 0.3831, 0.2320, 0.2758, 0.2840, 0.2545, 0.2258, -1.4269, 0.5014, -0.8858, -0.3448, -0.6734, -0.6923, 0.3954, 0.3655, 0.3511, 0.2310, 0.3256, 0.4659, 0.2909, 0.2569, 0.2872, 0.2874, 0.2651, -1.2744, 0.3328, -0.7364, -0.3399, -0.7537, -0.7151, 0.3181, 0.4212, 0.2968, 0.2521, 0.3889, 0.3670, 0.3169, 0.3019, 0.2747, 0.2665, 0.2832, -1.4541, 0.6398, -0.8036, -0.3440, -0.6599, -0.7101, 0.3160, 0.3944, 0.4106, 0.2714, 0.3675, 0.2599, 0.2401, 0.2688, 0.2969, 0.2375, 0.2760, -1.3420, 0.3766, -0.8909, -0.2776, -0.8623, -0.6608, 0.3732, 0.3138, 0.2791, 0.3468, 0.3590, 0.4144, 0.2894, 0.3467, 0.3462, 0.2956, 0.2922, -1.3428, 0.5588, -0.7060, -0.3505, -0.7090, -0.7343, 0.3220, 0.3329, 0.3453, 0.2429, 0.3196, 0.3737, 0.2750, 0.2532, 0.3184, 0.2337, 0.2674, -1.3088, 0.3903, -0.8204, -0.3114, -0.7592, -0.8045, 0.3448, 0.2910, 0.3397, 0.3607, 0.3829, 0.4172, 0.2799, 0.3058, 0.2489, 0.2755, 0.3680, -1.3861, 0.3562, -0.6922, -0.2743, -0.7887, -0.6347, 0.3270, 0.3292, 0.4334, 0.1742, 0.3444, 0.3799, 0.3054, 0.3212, 0.2734, 0.2767, 0.2602, -1.4004, 0.5790, -0.7706, -0.3071, -0.7413, -0.7522, 0.3849, 0.3661, 0.3404, 0.2554, 0.3483, 0.3699, 0.2526, 0.3212, 0.2871, 0.2400, 0.2268, -1.4219, 0.5896, -0.7340, -0.2891, -0.8034, -0.6954, 0.2918, 0.3200, 0.4214, 0.2195, 0.4276, 0.3042, 0.3093, 0.2453, 0.3487, 0.2133, 0.2553, -0.6446, 0.3160, 0.3270, -0.6453, 0.3189, 0.3251, -0.6425, 0.3111, 0.3284, -0.6421, 0.3281, 0.3056, -0.6368, 0.3165, 0.3211, -0.6406, 0.3182, 0.3212, -0.6332, 0.3134, 0.3198]}


For each record above, in turn, the calculated E_tot values are -69260.865 -24791.753 -11436.349 -93185.201 eV.